Record 1
Entry from the OMol25 dataset: 2 unconnected molecules or ions with the total composition C20H38F5NO4PS in a non-equilibrium geometry (ωB97M-V/def2-TZVPD).

Geometry (Å):
C: -0.399 -0.136 2.146
C: -1.059 0.732 1.371
P: -0.298 2.298 0.938
C: 1.495 2.103 1.071
C: 2.078 1.367 -0.157
C: 2.418 -0.119 0.114
C: 1.758 -1.016 -0.929
C: 2.427 -2.396 -1.104
N: 3.016 -2.978 0.086
C: -0.836 2.958 -0.657
C: -2.203 2.456 -1.184
C: -2.138 1.991 -2.659
C: -2.534 0.527 -2.873
C: -3.840 0.140 -2.177
C: -3.585 -0.878 -1.060
C: -4.646 -0.855 0.042
O: -4.054 -0.772 1.329
C: -3.916 -2.014 1.993
S: -0.949 3.746 2.438
O: -0.416 3.380 3.710
O: -0.563 5.020 1.908
C: -2.825 3.729 2.434
F: -3.215 4.842 1.781
F: -3.275 2.651 1.750
C: -3.470 3.737 3.861
F: -4.775 3.435 3.676
F: -3.379 4.969 4.393
F: -2.922 2.808 4.654
H: 0.371 0.206 2.818
H: -0.676 -1.177 2.126
H: -2.065 0.513 1.044
H: 1.898 3.112 1.136
H: 1.690 1.609 2.015
H: 2.951 1.908 -0.498
H: 1.350 1.405 -0.962
H: 2.068 -0.384 1.106
H: 3.498 -0.206 0.099
H: 0.694 -1.124 -0.721
H: 1.827 -0.504 -1.888
H: 3.200 -2.321 -1.861
H: 1.672 -3.090 -1.464
H: 2.410 -2.950 0.888
H: 3.937 -2.622 0.291
H: -0.062 2.816 -1.400
H: -0.892 4.034 -0.505
H: -2.882 3.300 -1.164
H: -2.643 1.703 -0.547
H: -2.783 2.634 -3.246
H: -1.140 2.126 -3.069
H: -2.612 0.366 -3.943
H: -1.714 -0.105 -2.534
H: -4.305 1.010 -1.717
H: -4.561 -0.250 -2.886
H: -2.623 -0.631 -0.622
H: -3.486 -1.877 -1.474
H: -5.243 0.045 -0.079
H: -5.327 -1.697 -0.037
H: -4.062 -2.853 1.319
H: -4.599 -2.087 2.833
H: -2.908 -2.110 2.390
C: 8.105 -3.744 -1.388
C: 6.673 -3.933 -0.956
O: 6.204 -3.317 -0.026
C: 5.845 -4.927 -1.731
H: 8.584 -3.006 -0.749
H: 8.647 -4.687 -1.310
H: 8.140 -3.397 -2.422
H: 6.295 -5.919 -1.667
H: 5.789 -4.630 -2.780
H: 4.841 -4.963 -1.315

Properties
Total charge = +1
HOMO level = -11.180 eV

Atomic partial charges in e from the Mulliken method, atoms 1 to 6: -1.38, 0.52, 0.18, -0.80, -0.63, -0.48

---

Record 2
Entry from the OMol25 dataset: a molecular structure, C35H57BBr24N2O2 in a non-equilibrium geometry (ωB97M-V/def2-TZVPD).

Geometry (Å):
C: 2.692 2.521 -1.906
C: 2.298 1.777 -1.013
C: 1.834 0.942 0.230
C: 0.564 0.120 0.155
N: 0.011 -0.623 1.171
C: 0.820 -0.519 2.303
C: 0.348 -1.270 3.558
C: 1.132 -1.270 4.842
C: 2.460 -0.500 4.915
C: 3.288 -0.553 6.264
B: 4.113 0.821 6.519
O: 5.542 0.836 6.639
O: 3.466 2.100 6.657
C: 2.895 0.245 3.709
C: 2.098 0.250 2.403
N: 2.622 1.006 1.349
H: 3.197 3.377 -2.413
H: 0.011 0.119 -0.828
H: -0.604 -1.859 3.498
H: 0.797 -1.825 5.783
H: 3.986 -1.446 6.193
H: 2.611 -0.734 7.149
H: 5.965 0.918 5.767
H: 3.560 2.574 5.810
H: 3.857 0.819 3.733
Br: -1.410 -2.132 -2.759
C: -1.910 -0.926 -4.206
C: -0.699 -0.262 -4.811
Br: -0.033 1.168 -3.671
H: -2.629 -0.218 -3.795
H: -2.409 -1.557 -4.942
H: -0.957 0.223 -5.752
H: 0.130 -0.949 -4.976
Br: 5.354 2.386 1.827
C: 6.369 1.732 0.312
C: 6.692 2.840 -0.634
Br: 5.107 3.294 -1.684
H: 5.781 0.942 -0.151
H: 7.274 1.301 0.740
H: 7.442 2.524 -1.359
H: 7.034 3.749 -0.142
Br: 1.693 -5.383 -3.261
C: 1.707 -3.933 -4.561
C: 2.917 -3.052 -4.383
Br: 2.705 -1.862 -2.854
H: 0.765 -3.398 -4.451
H: 1.730 -4.424 -5.535
H: 3.041 -2.391 -5.242
H: 3.837 -3.611 -4.226
Br: 5.728 -3.652 5.258
C: 6.211 -3.444 3.384
C: 7.339 -2.459 3.213
Br: 6.716 -0.619 3.386
H: 5.306 -3.158 2.851
H: 6.519 -4.439 3.059
H: 7.753 -2.522 2.206
H: 8.140 -2.592 3.938
Br: -3.043 1.596 -1.330
C: -4.964 1.747 -1.616
C: -5.286 2.743 -2.700
Br: -5.106 4.573 -2.057
H: -5.407 2.002 -0.655
H: -5.286 0.747 -1.906
H: -6.328 2.651 -3.007
H: -4.645 2.650 -3.576
Br: -7.405 4.391 0.753
C: -8.934 3.209 0.513
C: -8.849 2.016 1.431
Br: -7.557 0.715 0.771
H: -8.965 2.939 -0.541
H: -9.806 3.817 0.753
H: -9.800 1.484 1.461
H: -8.551 2.274 2.445
Br: -5.478 7.345 0.955
C: -5.776 8.981 -0.058
C: -5.761 8.712 -1.541
Br: -3.944 8.471 -2.198
H: -5.017 9.694 0.258
H: -6.756 9.338 0.258
H: -6.151 9.568 -2.091
H: -6.321 7.821 -1.821
Br: -7.928 -2.701 2.147
C: -6.644 -3.938 1.364
C: -5.634 -3.210 0.511
Br: -6.396 -2.698 -1.208
H: -7.215 -4.683 0.814
H: -6.155 -4.416 2.213
H: -4.796 -3.862 0.267
H: -5.257 -2.300 0.974
Br: -1.160 -1.945 5.868
C: -3.110 -1.926 5.986
C: -3.640 -0.515 6.019
Br: -3.390 0.294 7.774
H: -3.383 -2.508 6.864
H: -3.454 -2.444 5.090
H: -4.717 -0.506 5.853
H: -3.160 0.142 5.295
Br: -5.681 6.517 -5.843
C: -4.703 7.479 -7.227
C: -3.698 8.429 -6.626
Br: -4.563 10.031 -5.935
H: -5.442 7.975 -7.853
H: -4.200 6.706 -7.808
H: -3.005 8.787 -7.388
H: -3.133 7.994 -5.804
Br: 4.538 -5.346 -0.323
C: 5.532 -4.375 -1.688
C: 6.559 -3.463 -1.070
Br: 5.726 -1.861 -0.338
H: 4.801 -3.848 -2.298
H: 6.014 -5.145 -2.290
H: 7.257 -3.101 -1.825
H: 7.117 -3.930 -0.260
Br: 7.036 -7.766 -2.067
C: 5.473 -8.903 -2.307
C: 5.526 -10.105 -1.401
Br: 6.770 -11.445 -2.073
H: 5.427 -9.161 -3.363
H: 4.621 -8.270 -2.055
H: 4.558 -10.606 -1.371
H: 5.836 -9.865 -0.386

Properties
Energy above the lowest of the compared OMol25 structures with the same formula, charge and spin = 54.4 kcal/mol
Total charge = 0
HOMO level = -8.276 eV

Atomic partial charges in e from the Mulliken method, atoms 1 to 6: -0.53, -0.49, 0.56, 0.02, -0.58, 0.40

---

Record 3
Entry from the OMol25 dataset: a molecular structure, C47H54N6P2S2Sc in a non-equilibrium geometry (ωB97M-V/def2-TZVPD).

Geometry (Å):
Sc: 0.271 0.261 -0.193
C: 4.274 -3.798 -2.505
C: 3.427 -2.708 -2.705
C: 2.045 -2.807 -2.452
C: 1.533 -3.998 -1.978
C: 2.400 -5.136 -1.816
C: 3.744 -5.024 -2.064
H: 5.307 -3.679 -2.682
H: 3.922 -1.786 -2.898
H: 1.485 -1.894 -2.729
H: 0.465 -4.162 -1.801
H: 1.934 -6.086 -1.602
H: 4.423 -5.904 -2.042
S: -0.568 -0.043 -2.576
P: -2.126 0.919 -1.618
C: -1.793 0.956 -0.034
P: -1.340 2.259 0.997
S: 0.676 2.486 0.955
C: -2.267 3.811 0.472
C: -3.602 3.675 0.811
C: -4.437 4.797 0.690
C: -3.909 6.052 0.301
C: -2.665 6.108 -0.177
C: -1.778 5.042 -0.018
C: -1.861 2.084 2.724
C: -2.375 0.959 3.319
C: -2.563 0.881 4.670
C: -2.215 1.840 5.531
C: -1.642 2.984 4.985
C: -1.468 3.130 3.635
C: -3.606 -0.076 -2.004
C: -4.533 -0.085 -0.962
C: -5.584 -1.010 -1.019
C: -5.713 -1.935 -2.018
C: -4.757 -1.898 -3.079
C: -3.703 -0.990 -3.040
C: -2.354 2.457 -2.628
C: -3.540 3.128 -2.555
C: -3.653 4.330 -3.204
C: -2.523 4.933 -3.735
C: -1.247 4.294 -3.610
C: -1.197 3.012 -3.142
H: -4.002 2.772 1.340
H: -5.540 4.665 1.014
H: -4.530 6.893 0.127
H: -2.297 7.020 -0.564
H: -0.685 5.150 -0.194
H: -2.763 0.187 2.695
H: -3.013 -0.074 5.085
H: -2.333 1.735 6.575
H: -1.394 3.836 5.642
H: -0.870 3.960 3.316
H: -4.512 0.583 -0.116
H: -6.258 -0.987 -0.203
H: -6.551 -2.656 -2.062
H: -4.726 -2.580 -3.891
H: -2.901 -1.009 -3.781
H: -4.418 2.728 -2.046
H: -4.623 4.844 -3.229
H: -2.610 5.826 -4.356
H: -0.422 4.817 -4.007
H: -0.281 2.412 -3.109
C: 4.642 1.052 -2.914
N: 3.720 1.102 -1.773
C: 2.718 2.177 -1.953
C: 3.577 0.118 -0.839
N: 2.411 -0.077 -0.227
C: 2.486 -0.220 1.217
C: 3.407 0.534 1.980
C: 3.301 0.498 3.355
C: 2.239 -0.150 4.005
C: 1.389 -0.930 3.226
C: 1.505 -0.964 1.854
N: 0.530 -1.640 1.026
C: 0.050 -2.795 1.424
N: -1.154 -3.273 0.997
C: -2.063 -2.313 0.375
C: -1.292 -4.701 0.699
N: 0.762 -3.616 2.237
C: 0.192 -4.451 3.297
C: 2.138 -3.836 1.954
N: 4.676 -0.501 -0.374
C: 4.612 -1.887 0.165
C: 5.973 0.114 -0.508
H: 4.021 0.988 -3.802
H: 5.272 0.219 -2.831
H: 5.235 1.948 -3.010
H: 3.159 3.171 -1.868
H: 1.916 2.050 -1.211
H: 2.364 2.058 -2.964
H: 4.091 1.210 1.486
H: 3.941 1.131 3.933
H: 1.901 0.100 4.999
H: 0.564 -1.405 3.663
H: -2.047 -1.387 0.949
H: -3.070 -2.758 0.504
H: -1.949 -2.043 -0.691
H: -0.606 -5.277 1.289
H: -1.049 -4.859 -0.320
H: -2.332 -5.049 0.853
H: -0.859 -4.168 3.344
H: 0.769 -4.331 4.267
H: 0.300 -5.525 3.040
H: 2.511 -3.593 0.956
H: 2.322 -5.000 1.991
H: 2.875 -3.354 2.614
H: 3.600 -2.226 0.047
H: 4.926 -1.898 1.165
H: 5.258 -2.536 -0.453
H: 5.835 1.153 -0.713
H: 6.558 -0.366 -1.319
H: 6.512 0.000 0.420

Properties
Total charge = +1
HOMO level = -10.084 eV

Atomic partial charges in e from the Mulliken method, atoms 1 to 6: -0.82, -0.82, -0.30, -0.27, -0.02, -0.68

---

Record 4
Entry from the OMol25 dataset: 2 unconnected molecules or ions with the total composition CBrCl2NO2 in a non-equilibrium geometry (ωB97M-V/def2-TZVPD).

Geometry (Å):
C: -0.111 1.297 0.031
N: 0.988 0.477 0.519
O: 0.750 -0.689 0.481
O: 1.885 1.027 1.039
Cl: -1.541 0.644 -0.676
Cl: 0.067 2.909 0.356
Br: 4.486 -0.752 -0.246

Properties
Energy above the lowest of the compared OMol25 structures with the same formula, charge and spin = 53.2 kcal/mol
Total charge = 0
HOMO level (alpha / beta) = -11.136 / -9.492 eV

Atomic partial charges in e from the Mulliken method, atoms 1 to 6: 0.29, 0.89, -0.52, -0.54, -0.05, -0.06

---

Record 5
Entry from the OMol25 dataset: 2 unconnected molecules or ions with the total composition C4H12NO2 in a non-equilibrium geometry (ωB97M-V/def2-TZVPD).

Geometry (Å):
C: -2.899 -1.721 0.094
C: 2.848 0.528 0.322
C: -1.970 1.834 -0.152
C: -2.101 -0.501 -0.007
N: 2.186 -0.651 -0.283
O: -0.847 -0.473 -0.057
O: -2.771 0.648 0.095
H: -3.443 -1.801 -0.741
H: -3.604 -1.745 0.947
H: -2.082 -2.472 0.264
H: 2.634 0.745 1.317
H: 3.853 0.484 0.195
H: 2.643 1.350 -0.315
H: -1.464 1.817 -1.056
H: -1.340 2.122 0.589
H: -2.771 2.589 -0.194
H: 2.825 -1.164 -0.915
H: 1.845 -1.323 0.424
H: 1.284 -0.434 -0.646

Properties
Energy above the lowest of the compared OMol25 structures with the same formula, charge and spin = 39.8 kcal/mol
Total charge = +1
HOMO level = -14.128 eV

Atomic partial charges in e from the Mulliken method, atoms 1 to 6: -0.96, -0.90, -0.76, 0.77, -0.27, -0.62

---

Record 6
Entry from the OMol25 dataset: a molecular structure, C23H22I2N5O2Re in a non-equilibrium geometry (ωB97M-V/def2-TZVPD).

Geometry (Å):
Re: -0.158 -0.851 -0.873
C: 4.122 1.025 -1.641
C: 3.690 0.959 -0.217
N: 4.476 1.387 0.732
C: 4.161 1.343 2.027
C: 2.985 0.768 2.478
C: 2.667 0.743 3.967
O: 2.379 -0.561 4.442
C: 2.094 0.255 1.512
C: 0.938 -0.461 1.954
N: -0.064 -0.948 1.262
C: -1.124 -1.581 1.992
C: -1.394 -1.283 3.332
C: -2.400 -1.926 4.032
C: -3.195 -2.880 3.414
C: -2.988 -3.169 2.073
C: -1.975 -2.516 1.402
I: -1.746 -2.998 -0.677
C: 2.409 0.409 0.135
O: 1.592 0.053 -0.826
H: 4.976 1.690 -1.729
H: 3.312 1.365 -2.288
H: 4.429 0.035 -1.989
H: 4.880 1.775 2.714
H: 1.772 1.348 4.139
H: 3.486 1.211 4.512
H: 3.168 -0.989 4.788
H: 0.951 -0.653 3.023
H: -0.826 -0.517 3.844
H: -2.566 -1.674 5.070
H: -3.978 -3.392 3.955
H: -3.606 -3.900 1.568
I: 2.483 -2.965 -5.754
C: 0.993 -1.734 -4.939
C: 0.159 -0.971 -5.754
C: -0.819 -0.180 -5.161
C: -0.934 -0.159 -3.788
N: -0.121 -0.887 -2.996
C: 0.821 -1.665 -3.569
H: 0.271 -0.992 -6.830
H: -1.487 0.417 -5.766
H: -1.687 0.445 -3.305
H: 1.458 -2.250 -2.912
C: -4.420 2.689 -0.520
N: -3.042 2.204 -0.609
C: -1.917 2.994 -0.606
C: -0.845 2.164 -0.690
N: -1.322 0.870 -0.751
C: -2.661 0.934 -0.696
H: -4.413 3.774 -0.498
H: -4.896 2.322 0.387
H: -4.999 2.359 -1.380
H: -1.958 4.068 -0.543
H: 0.204 2.404 -0.725
H: -3.336 0.094 -0.723

Properties
Energy above the lowest of the compared OMol25 structures with the same formula, charge and spin = 0.0 kcal/mol
Expectation value of S² = 3.776
Total charge = +3
HOMO level (alpha / beta) = -16.775 / -16.767 eV
Spin multiplicity = 4

Atomic partial charges in e from the Mulliken method, atoms 1 to 6: 1.54, -1.21, 0.47, -0.53, -0.79, 0.76

---

Record 7
Entry from the OMol25 dataset: a molecular structure, C12H20IInNO4 in a non-equilibrium geometry (ωB97M-V/def2-TZVPD).

Geometry (Å):
C: 2.451 -2.419 0.605
C: 1.901 -2.045 -0.845
O: 1.595 -0.646 -1.015
C: 0.410 -0.225 -0.432
C: -0.918 -0.963 -0.746
C: -2.212 -0.281 -0.211
C: -2.461 -0.460 1.341
O: -1.630 -1.434 1.940
C: -1.372 -1.200 3.328
C: 0.643 0.337 1.072
C: 1.719 1.488 0.755
O: 2.485 1.945 1.486
N: 1.520 1.862 -0.650
C: 0.262 1.280 -1.127
C: 0.244 1.366 -2.680
C: 0.297 2.902 -3.128
O: 1.123 3.301 -3.806
I: -1.248 4.401 -2.548
H: 3.127 -3.301 0.503
H: 3.015 -1.542 0.990
H: 1.589 -2.640 1.274
H: 1.082 -2.746 -1.121
H: 2.737 -2.264 -1.552
H: -1.030 -1.058 -1.856
H: -0.838 -1.997 -0.319
H: -3.063 -0.785 -0.733
H: -2.319 0.806 -0.444
H: -2.420 0.544 1.828
H: -3.525 -0.811 1.470
H: -1.741 -0.222 3.709
H: -1.889 -1.995 3.932
H: -0.280 -1.259 3.573
H: -0.214 0.941 1.446
H: 1.009 -0.398 1.815
H: 2.329 1.775 -1.278
H: -0.471 1.944 -0.604
H: 1.121 0.892 -3.169
H: -0.721 0.987 -3.090
In: -2.309 3.918 0.286

Properties
Total charge = +3
HOMO level = -19.432 eV

Atomic partial charges in e from the Mulliken method, atoms 1 to 6: -0.94, -0.23, -0.32, 1.18, -1.25, -0.41

---

The calculation returns the following energy values, one per record and in order: -64738.639; -1725987.978; -119501.599; -101703.378; -9920.503; -54057.698; -35685.473 eV.